Molecular formula: C21H26N2S2
Method: DFT, the ωB97M-V functional and the def2-TZVPD basis

Geometry as XYZ:
```
51
C21H26N2S2 (the ωB97M-V functional and the def2-TZVPD basis)
C 5.95 4.03 -1.60
C 5.02 3.00 -1.03
C 5.28 1.63 -1.13
C 4.32 0.69 -0.76
C 3.09 1.08 -0.21
C 2.04 0.03 0.10
S 0.94 -0.53 -1.31
C 0.09 -1.88 -0.56
S 0.85 -2.86 0.55
N -1.22 -2.08 -1.00
C -1.82 -3.34 -0.55
C -3.20 -3.55 -1.13
N -4.00 -2.35 -1.00
C -5.39 -2.53 -1.37
C -3.39 -1.19 -1.61
C -2.09 -0.91 -0.90
C 1.00 0.44 1.11
C 0.76 -0.35 2.23
C -0.40 -0.18 2.98
C -1.29 0.84 2.65
C -2.57 0.99 3.41
C -0.99 1.71 1.60
C 0.13 1.49 0.81
C 2.94 2.43 0.10
C 3.85 3.38 -0.36
H 5.41 4.97 -1.77
H 6.81 4.27 -0.96
H 6.35 3.68 -2.55
H 6.26 1.30 -1.50
H 4.53 -0.38 -0.86
H 2.57 -0.88 0.43
H -1.92 -3.37 0.55
H -1.17 -4.16 -0.88
H -3.71 -4.34 -0.58
H -3.12 -3.84 -2.19
H -5.95 -1.60 -1.20
H -5.53 -2.82 -2.43
H -5.84 -3.32 -0.75
H -3.21 -1.37 -2.69
H -4.07 -0.33 -1.49
H -2.32 -0.68 0.16
H -1.58 -0.04 -1.35
H 1.46 -1.16 2.48
H -0.61 -0.84 3.82
H -3.06 1.95 3.18
H -3.27 0.18 3.15
H -2.40 0.92 4.49
H -1.65 2.56 1.39
H 0.32 2.13 -0.06
H 2.12 2.73 0.74
H 3.68 4.44 -0.14
```

gap between HOMO and LUMO	8.58	eV
ΔE to the lowest compared entry with this formula, charge and spin	0.929	eV
structure (SMILES)	Cc1ccc(C(SC(=S)N2CCN(C)CC2)c2ccc(C)cc2)cc1
strongest force on any atom	1.6	eV/A


Molecular formula: H4N8
Method: DFT, the ωB97M-V functional and the def2-TZVPD basis

Geometry as XYZ:
```
12
H4N8 (the ωB97M-V functional and the def2-TZVPD basis)
N -2.16 0.22 0.13
N 5.34 0.96 0.22
N 0.28 -0.44 -0.01
N 4.43 0.40 0.01
N -3.24 0.43 0.15
N 1.28 -0.88 -0.12
N -4.41 0.75 0.09
N 2.46 -1.13 -0.14
H -5.19 0.33 -0.37
H -4.71 1.74 0.09
H 2.71 -2.02 0.23
H 3.21 -0.39 -0.30
```

gap between HOMO and LUMO	11.37	eV
ΔE to the lowest compared entry with this formula, charge and spin	0.000	eV
total charge	+2
strongest force on any atom	5.4	eV/A


Question: Among the records above, which one has the highest ΔE to the lowest compared entry with this formula, charge and spin?
Answer: C21H26N2S2